Entry 1:
Here is a single C2H7N3 molecule from OMol25. Energies are from the ωB97M-V functional and the def2-TZVPD basis.

Computed properties:
- Highest occupied orbital energy: -8.63 eV
- Strongest force on any atom: 0.1085 hartree/bohr
- Structure (SMILES): [H]/N=C/NNC
- Electronic energy: -244.532414 hartree
- Kohn-Sham gap: 9.612 eV
- LUMO level: 0.985 eV

```
12
Properties=species:S:1:pos:R:3:forces:R:3
C -1.809 0.394 -0.198 0.6 -1.6 -2.9
C 1.350 -0.140 -0.127 2.4 -0.8 0.1
H -2.424 -0.199 -0.878 0.1 0.5 -0.4
H -1.212 1.180 -0.605 0.3 0.3 -1.9
H -2.444 1.085 0.322 -0.5 -0.9 2.1
H -0.419 0.418 0.820 0.7 -2.0 1.3
H 0.362 -1.934 0.045 1.2 -3.6 0.6
H 2.289 -0.827 -0.156 -0.5 2.3 -0.3
H 2.046 1.651 -0.064 -3.0 -1.3 0.8
N -0.779 -0.511 0.455 -2.4 3.0 3.0
N 0.372 -1.021 -0.181 -3.9 3.8 -1.1
N 1.058 1.118 0.078 5.0 0.2 -1.3
```
Forces are in eV/Å.

Atom charges from the Mulliken analysis, given in e for atoms 1 to 4: -0.855 0.052 0.262 0.354

---

Entry 2:
Here is a 2-piece molecular cluster, C2H7N3 overall from OMol25. Energies are from the ωB97M-V functional and the def2-TZVPD basis.

Computed properties:
- Highest occupied orbital energy: -8.32 eV
- Strongest force on any atom: 0.0646 hartree/bohr
- Structure (SMILES): C=NN.C=N
- Electronic energy: -244.559833 hartree
- Kohn-Sham gap: 9.186 eV
- LUMO level: 0.870 eV

```
12
Properties=species:S:1:pos:R:3:forces:R:3
C -2.955 0.452 -0.082 0.5 0.5 0.7
C 2.172 -1.181 -0.237 1.3 -0.1 0.8
N -1.836 0.698 -0.633 -0.9 -1.7 -0.3
N 1.424 -0.356 -0.822 0.0 0.7 -0.6
N 0.970 0.806 -0.297 -2.6 -0.4 -2.0
H -3.847 0.020 -0.518 0.1 -0.6 -0.5
H -3.072 0.687 0.976 -0.1 0.6 -0.1
H 2.686 -1.786 -0.976 -0.1 -0.9 0.6
H 2.515 -1.187 0.847 -0.4 0.3 -1.2
H -1.755 0.130 -1.499 -0.4 1.0 -0.1
H 1.081 0.953 0.675 0.1 -0.2 1.4
H -0.064 0.855 -0.623 2.4 0.7 1.3
```
Forces are in eV/Å.

Atom charges from the Mulliken analysis, given in e for atoms 1 to 4: -0.279 -0.338 -0.501 -0.303

---

Entry 3:
Here is a 2-piece molecular cluster, C2H7N3O overall from OMol25. Energies are from the ωB97M-V functional and the def2-TZVPD basis.

Computed properties:
- ⟨S²⟩: 0.75
- Highest occupied orbital energy (alpha / beta): 1.66 / -2.87 eV
- Strongest force on any atom: 0.0405 hartree/bohr
- Net charge: -1
- Multiplicity: 2
- Electronic energy: -319.836240 hartree
- Kohn-Sham gap (alpha / beta): 2.544 / 6.926 eV
- LUMO level (alpha / beta): 4.205 / 4.053 eV

```
13
Properties=species:S:1:pos:R:3:forces:R:3
N 1.660 -0.337 -0.310 1.0 0.0 -0.4
C 1.720 0.100 1.027 -0.4 -0.3 0.7
N 0.542 0.342 1.619 -1.7 0.3 -0.7
H 2.515 -0.642 -0.740 -0.3 0.0 -0.1
H 0.811 -0.378 -0.839 -0.1 0.1 0.2
H 2.691 0.247 1.469 0.5 0.1 -0.1
H 0.454 0.435 2.614 0.8 0.0 0.2
C -2.016 -0.479 -1.161 1.8 0.5 0.9
N -1.495 0.614 -0.533 -0.4 -0.2 0.6
O -1.875 -1.564 -0.617 -0.9 -0.4 -0.9
H -2.310 -0.374 -2.239 -0.4 0.2 0.7
H -1.005 0.446 0.392 0.2 -0.1 -0.4
H -1.689 1.590 -0.680 -0.2 -0.1 -0.7
```
Forces are in eV/Å.

Atom charges from the Mulliken analysis, given in e for atoms 1 to 4: -0.336 -0.344 -0.659 0.115

---

Entry 4:
Here is C2H7N3O as an isolated structure from OMol25. Energies are from the ωB97M-V functional and the def2-TZVPD basis.

Computed properties:
- Highest occupied orbital energy: -7.07 eV
- Strongest force on any atom: 0.0950 hartree/bohr
- Electronic energy: -319.793032 hartree
- Kohn-Sham gap: 7.773 eV
- LUMO level: 0.707 eV

```
13
Properties=species:S:1:pos:R:3:forces:R:3
C 0.084 0.064 -0.133 -0.7 -1.1 1.4
N -1.195 0.553 -0.517 -0.4 0.3 -0.4
N 0.260 -1.346 -0.321 0.2 -0.5 -0.6
N 1.239 0.730 -0.682 -0.6 0.3 0.5
C 0.003 0.236 1.820 -0.7 1.0 -4.7
O -0.985 -0.217 2.286 0.6 -0.2 0.9
H -1.393 0.532 -1.514 0.3 -0.1 0.0
H -1.963 0.056 -0.069 0.3 0.1 0.2
H -0.506 -1.879 0.073 0.1 0.1 0.1
H 1.140 -1.678 0.060 -0.1 0.0 0.0
H 1.504 0.350 -1.589 -0.1 -0.1 0.2
H 1.056 1.720 -0.785 0.0 0.0 -0.1
H 0.756 0.879 1.371 1.0 0.2 2.5
```
Forces are in eV/Å.

Atom charges from the Mulliken analysis, given in e for atoms 1 to 4: 0.434 -0.608 -0.591 -0.648